1.
This record from the OMol25 dataset describes an isolated molecule of C7H13NO2. The level of theory is wB97M-V/def2-TZVPD.

Geometry (Å):
O: -1.372 1.419 -1.320
O: -1.060 -1.017 -2.057
N: 1.002 -1.296 -1.063
C: -0.962 -1.843 1.532
C: -0.452 0.657 0.748
C: -0.230 0.829 -0.747
C: 0.739 0.642 1.669
C: -1.254 -0.858 0.685
C: 1.020 1.590 -1.176
C: -0.250 -0.702 -1.163
H: -1.720 -2.533 1.871
H: 1.341 -1.788 -0.253
H: 1.455 -0.128 1.389
H: 0.417 0.466 2.693
H: 0.927 2.629 -0.860
H: 1.934 1.180 -0.754
H: 1.246 1.607 1.610
H: -1.248 1.323 1.081
H: -1.720 0.744 -1.939
H: 1.084 1.561 -2.263
H: -2.280 -0.703 0.375
H: 1.328 -1.742 -1.910
H: 0.051 -2.037 1.852

## Properties
Highest occupied orbital energy, eV: -9.33
Energy relative to the best compared isomer or geometry (same formula, charge and spin), kcal per mole: 75.3
LUMO level, eV: -0.092
Total charge: 0
Calculated total energy, hartree: -479.67653
Gap between HOMO and LUMO, hartree: 0.340

---

2.
This record from the OMol25 dataset describes an isolated molecule of C3H4N2O. The level of theory is wB97M-V/def2-TZVPD.

Geometry (Å):
O: -1.783 -0.922 1.000
N: -1.245 0.896 -0.001
N: -2.188 0.306 0.575
C: 1.187 0.580 -0.649
C: -0.428 -1.072 0.624
C: -0.061 0.056 -0.008
H: 1.501 1.498 -0.146
H: 0.018 -2.023 0.910
H: 0.990 0.814 -1.698
H: 2.009 -0.132 -0.607

## Properties
Highest occupied orbital energy, eV: -10.32
Energy relative to the best compared isomer or geometry (same formula, charge and spin), kcal per mole: 55.2
LUMO level, eV: 0.893
Total charge: 0
Calculated total energy, hartree: -301.39919
Gap between HOMO and LUMO, hartree: 0.412

---

3.
This record from the OMol25 dataset describes an isolated molecule of C7H5F3N2O2. The level of theory is wB97M-V/def2-TZVPD.

Geometry (Å):
F: -4.599 1.304 0.612
F: -3.054 1.801 -0.802
F: -4.579 0.319 -1.232
O: -2.894 -2.635 0.543
O: -4.778 -1.546 0.708
N: -3.635 -1.640 0.484
N: -2.899 -0.464 0.176
C: -0.883 0.684 0.973
C: 0.539 -0.499 -1.013
C: -0.772 -0.871 -0.940
C: -1.472 -0.256 0.088
C: -3.818 0.831 -0.276
C: 1.207 0.273 -0.071
C: 0.457 0.898 0.937
H: 1.109 -1.078 -1.817
H: -1.607 0.906 1.733
H: -1.137 -1.580 -1.641
H: 0.912 1.559 1.735
H: 2.232 0.700 -0.281

## Properties
Highest occupied orbital energy, eV: -9.67
Energy relative to the best compared isomer or geometry (same formula, charge and spin), kcal per mole: 80.8
LUMO level, eV: 0.395
Total charge: 0
Calculated total energy, hartree: -829.17897
Gap between HOMO and LUMO, hartree: 0.370

---

4.
This record from the OMol25 dataset describes a structure of composition C26H32IrNO6. The level of theory is wB97M-V/def2-TZVPD.

Geometry (Å):
Ir: 2.038 1.143 -0.149
O: 1.967 -2.554 -0.177
O: -4.788 1.942 0.966
O: 8.758 -3.801 0.197
O: 8.668 -4.760 -1.779
O: 1.843 -3.944 -2.000
O: -2.395 -0.646 1.317
N: 8.122 -4.168 -0.817
C: 3.090 2.162 1.529
C: 4.683 -3.109 0.125
C: 3.083 1.555 -2.135
C: -5.797 4.183 0.803
C: 1.666 2.056 1.777
C: -2.506 0.405 -0.880
C: 2.408 -3.331 -1.072
C: -5.999 2.872 2.941
C: 6.068 -3.260 0.165
C: -2.235 0.615 0.622
C: 2.768 0.163 -2.053
C: 3.625 0.828 1.452
C: -5.883 2.808 1.427
C: 6.728 -3.901 -0.907
C: -3.223 -0.968 -0.920
C: 0.773 1.373 -1.866
C: 2.548 -0.105 1.627
C: 1.326 0.642 1.812
C: -6.981 1.910 0.804
C: -5.795 1.027 0.407
C: 1.862 2.307 -2.016
C: 5.993 -4.331 -2.038
C: 1.341 0.029 -1.873
C: 4.614 -4.155 -2.069
C: 3.926 -3.531 -0.997
C: -2.637 -1.659 0.308
H: 4.192 -2.662 0.989
H: 3.683 3.071 1.437
H: -5.136 3.393 3.373
H: 2.645 -1.185 1.615
H: -7.654 1.471 1.542
H: 4.673 0.576 1.268
H: 6.526 -4.798 -2.868
H: -1.545 0.298 -1.408
H: 1.759 3.385 -2.029
H: 0.342 0.220 1.975
H: -6.698 4.761 1.050
H: 0.792 -0.899 -1.744
H: 6.659 -2.906 1.009
H: -7.514 2.382 -0.023
H: -3.325 -2.406 0.733
H: 3.496 -0.647 -2.101
H: -4.928 4.711 1.212
H: 0.987 2.888 1.913
H: -6.080 1.870 3.385
H: -3.101 1.216 -1.324
H: -1.226 1.041 0.792
H: -0.274 1.636 -1.769
H: 4.047 -4.508 -2.929
H: -5.672 0.889 -0.676
H: -6.902 3.438 3.213
H: 4.085 1.955 -2.254
H: -5.761 0.061 0.930
H: -1.690 -2.163 0.031
H: -3.064 -1.530 -1.842
H: -4.294 -0.792 -0.784
H: -2.963 1.327 1.042
H: -5.716 4.109 -0.288

## Properties
⟨S²⟩: 8.79
Highest occupied orbital energy (spin up / spin down), eV: -9.15 / -11.57
Energy relative to the best compared isomer or geometry (same formula, charge and spin), kcal per mole: 0.0
LUMO level (spin up / spin down), eV: -2.925 / -6.541
Total charge: +1
Calculated total energy, hartree: -1619.76831
Gap between HOMO and LUMO (spin up / spin down), hartree: 0.229 / 0.185
Multiplicity: 6

---

5.
This record from the OMol25 dataset describes a structure of composition C11H21CrN2O7. The level of theory is wB97M-V/def2-TZVPD.

Geometry (Å):
Cr: 0.401 -0.252 -0.342
O: 0.754 -2.208 -0.171
O: 0.824 0.205 1.602
O: 2.391 -0.044 -0.280
O: 1.018 -3.367 -2.006
O: 0.681 1.575 -1.257
O: -1.098 1.325 0.614
O: 0.654 -1.212 -2.051
N: -1.499 -0.857 -0.564
N: 0.826 -2.355 -1.460
C: -1.361 1.097 2.002
C: -0.198 0.302 2.619
C: -0.376 2.566 -1.183
C: -2.488 -1.408 -0.742
C: -3.472 -3.581 -1.399
C: 2.150 -0.041 2.129
C: -3.737 -2.128 -0.975
C: 2.019 2.119 -1.149
C: -0.767 2.672 0.261
C: 3.068 -0.376 0.951
C: 2.928 0.927 -1.210
H: -0.495 -0.706 2.908
H: -0.032 3.505 -1.614
H: 2.889 0.454 -2.191
H: -2.288 0.533 2.075
H: -4.428 -4.078 -1.542
H: -4.288 -1.581 -1.742
H: -1.632 3.327 0.386
H: -4.319 -2.079 -0.053
H: 3.960 1.165 -0.961
H: 2.460 0.859 2.662
H: 2.111 -0.876 2.829
H: -2.916 -4.120 -0.633
H: -2.923 -3.620 -2.338
H: -1.197 2.173 -1.780
H: 2.111 2.663 -0.206
H: -1.503 2.050 2.507
H: 0.051 3.038 0.889
H: 2.200 2.797 -1.983
H: 0.231 0.805 3.485
H: 3.285 -1.441 0.908
H: 4.004 0.176 1.004

## Properties
⟨S²⟩: 0.76
Highest occupied orbital energy (spin up / spin down), eV: -17.29 / -16.85
Energy relative to the best compared isomer or geometry (same formula, charge and spin), kcal per mole: 0.0
LUMO level (spin up / spin down), eV: -8.174 / -7.629
Total charge: +2
Calculated total energy, hartree: -2111.67701
Gap between HOMO and LUMO (spin up / spin down), hartree: 0.335 / 0.339
Multiplicity: 2

---

6.
This record from the OMol25 dataset describes a structure of composition C16H27MnN7SeSi. The level of theory is wB97M-V/def2-TZVPD.

Geometry (Å):
Se: 1.501 -0.317 5.228
Mn: -1.180 0.065 -0.336
Si: 1.457 0.692 1.004
N: -1.225 1.788 -1.343
N: 0.627 0.865 -0.501
N: 2.227 -3.421 -2.838
N: -0.910 -1.394 -2.104
N: -1.053 -1.178 1.275
N: 0.141 -1.206 4.744
N: 0.292 0.439 2.312
C: -2.015 2.761 -1.845
C: -0.435 -0.739 2.395
C: -1.378 -2.603 3.614
C: -0.137 4.242 -1.805
C: 0.866 -2.814 -3.125
C: -0.244 1.597 3.061
C: 2.472 2.154 1.480
C: 0.079 2.011 -1.039
C: -2.011 -3.022 2.457
C: -1.481 4.007 -2.093
C: 2.452 -0.877 0.936
C: 0.372 -2.065 -1.894
C: 0.665 3.255 -1.274
C: -0.542 -1.483 3.601
C: -1.806 -2.299 1.306
C: -3.448 2.439 -2.133
H: 1.088 -1.290 -1.607
H: 0.219 -3.638 -3.419
H: -2.270 -2.589 0.370
H: 1.707 3.424 -1.045
H: 1.807 -1.755 0.844
H: -3.696 1.412 -1.864
H: -2.103 4.788 -2.507
H: -0.838 -0.700 -2.844
H: -1.482 -3.151 4.541
H: 3.045 -1.006 1.843
H: -4.107 3.107 -1.579
H: 2.197 -4.056 -2.038
H: 3.147 -0.851 0.091
H: 2.912 1.999 2.469
H: 0.278 -2.745 -1.043
H: -3.665 2.574 -3.193
H: 2.920 -2.699 -2.626
H: 1.886 3.074 1.516
H: -0.497 2.412 2.377
H: 2.576 -3.954 -3.638
H: -1.659 -2.032 -2.355
H: 3.292 2.312 0.776
H: 1.008 -2.154 -3.979
H: -2.646 -3.896 2.448
H: 0.465 1.981 3.794
H: 0.285 5.220 -2.002
H: -1.155 1.313 3.588

## Properties
⟨S²⟩: 8.80
Highest occupied orbital energy (spin up / spin down), eV: -12.56 / -13.35
Energy relative to the best compared isomer or geometry (same formula, charge and spin), kcal per mole: 0.0
LUMO level (spin up / spin down), eV: -5.938 / -6.123
Total charge: +2
Calculated total energy, hartree: -4850.60001
Gap between HOMO and LUMO (spin up / spin down), hartree: 0.243 / 0.266
Multiplicity: 6

---

7.
This record from the OMol25 dataset describes a structure of composition C44H34BrCl3N2O3P2Pt. The level of theory is wB97M-V/def2-TZVPD.

Geometry (Å):
Pt: 0.996 0.695 -0.624
Br: -1.047 0.706 7.260
Cl: 0.513 5.525 -0.728
Cl: 3.539 1.079 -0.978
Cl: 5.874 5.889 -0.216
P: -1.192 0.822 -0.935
P: 0.999 -1.544 -0.462
O: 1.029 2.674 -1.053
O: 2.019 1.243 1.604
O: -0.012 0.409 1.915
N: -1.763 -1.842 -1.032
N: 2.710 1.296 5.704
C: -3.000 -3.451 -2.355
C: 4.560 3.556 -0.601
C: 1.912 -2.646 3.890
C: -3.260 4.021 1.614
C: -4.049 -4.342 -2.520
C: 1.665 1.148 6.515
C: 2.125 3.369 -0.844
C: 3.780 -4.122 -2.002
C: -3.238 0.506 -4.485
C: -3.330 2.357 -0.115
C: 1.067 0.869 2.341
C: 2.843 -3.541 -1.161
C: 1.356 -2.135 1.212
C: 2.493 1.217 4.392
C: 2.650 -1.676 -2.679
C: 2.074 4.764 -0.690
C: 3.584 -2.264 -3.520
C: 0.350 -2.574 2.067
C: 3.408 2.821 -0.789
C: 2.275 -2.314 -1.496
C: -1.913 2.514 -4.513
C: -3.979 3.288 0.679
C: -0.469 -2.512 -1.012
C: 2.644 -1.946 1.710
C: 4.446 4.925 -0.462
C: -1.860 1.057 -2.594
C: -4.969 -4.539 -1.497
C: 0.626 -2.826 3.402
C: -2.757 0.197 -3.219
C: -1.426 2.211 -3.252
C: -2.854 -2.746 -1.161
C: 1.245 0.974 3.833
C: -4.825 -3.840 -0.308
C: 0.162 0.814 4.680
C: -1.235 2.909 0.947
C: 2.922 -2.212 3.042
C: 3.204 5.536 -0.506
C: 0.385 0.908 6.039
C: -1.969 -0.669 -0.200
C: -3.772 -2.951 -0.136
C: -2.824 1.663 -5.127
C: -1.891 3.841 1.738
C: -1.959 2.148 0.033
C: 4.150 -3.485 -3.179
H: -1.535 -0.728 0.804
H: 4.224 -5.072 -1.736
H: -2.292 -3.284 -3.158
H: -3.038 -0.482 -0.106
H: -3.663 -2.425 0.805
H: 3.427 -1.571 1.062
H: 1.852 1.222 7.580
H: -4.154 -4.876 -3.455
H: 3.350 1.344 3.742
H: -3.940 -0.163 -4.968
H: -0.659 -2.717 1.697
H: 5.525 3.071 -0.560
H: -0.819 0.617 4.267
H: -0.708 2.865 -2.767
H: -5.786 -5.235 -1.625
H: -0.211 -2.819 -2.028
H: 3.875 -1.766 -4.435
H: -0.483 -3.426 -0.402
H: -0.168 2.774 1.029
H: 2.211 -0.718 -2.929
H: -0.168 -3.147 4.064
H: -1.327 4.427 2.452
H: 4.883 -3.942 -3.832
H: -1.580 3.411 -5.018
H: 2.558 -4.037 -0.241
H: 2.125 -2.833 4.934
H: -3.890 1.796 -0.856
H: -5.045 3.440 0.568
H: -3.218 1.908 -6.106
H: 3.923 -2.055 3.425
H: 3.113 6.607 -0.392
H: -5.529 -3.994 0.500
H: -3.772 4.739 2.243
H: -3.092 -0.704 -2.726

## Properties
Highest occupied orbital energy, eV: -7.76
Energy relative to the best compared isomer or geometry (same formula, charge and spin), kcal per mole: 11.4
LUMO level, eV: -0.182
Total charge: 0
Calculated total energy, hartree: -6789.03709
Gap between HOMO and LUMO, hartree: 0.279

---

8.
This record from the OMol25 dataset describes a structure of composition C30H19BrN3NaO3S2. The level of theory is wB97M-V/def2-TZVPD.

Geometry (Å):
Br: 15.384 13.243 17.650
S: 9.926 8.358 10.803
S: 10.451 16.687 11.704
Na: 10.342 13.140 11.721
O: 8.478 14.125 10.479
O: 7.930 14.124 12.746
O: 10.970 13.678 13.667
N: 11.697 13.133 9.487
N: 13.288 12.963 11.576
N: 10.122 10.649 11.961
C: 13.362 13.251 14.037
C: 8.533 9.013 11.616
C: 7.827 10.888 13.017
C: 11.991 13.712 14.428
C: 7.084 18.803 11.575
C: 13.909 13.129 10.333
C: 13.904 13.237 12.689
C: 15.771 13.489 8.834
C: 14.867 13.900 7.836
C: 8.832 17.103 11.478
C: 7.241 8.455 11.641
C: 6.111 17.852 11.672
C: 6.336 9.054 12.498
C: 11.845 14.182 15.759
C: 10.826 9.733 11.314
C: 14.087 13.511 16.305
C: 11.208 13.801 7.206
C: 6.450 16.491 11.772
C: 7.773 16.117 11.543
C: 8.426 18.471 11.443
C: 15.300 13.046 10.067
C: 12.983 13.331 9.260
C: 12.906 14.157 16.622
C: 8.816 10.222 12.199
C: 12.545 13.974 6.917
C: 14.400 13.217 15.007
C: 10.847 13.363 8.497
C: 6.583 10.280 13.180
C: 8.091 14.587 11.611
C: 13.493 13.761 7.958
H: 9.834 13.243 8.741
H: 14.960 13.394 12.672
H: 12.838 14.286 5.912
H: 15.428 12.990 14.744
H: 9.250 19.179 11.334
H: 15.247 14.344 6.886
H: 15.971 12.652 10.815
H: 11.897 9.926 11.042
H: 5.393 8.523 12.629
H: 7.025 7.608 11.064
H: 16.864 13.521 8.759
H: 10.837 14.514 16.034
H: 12.702 14.465 17.664
H: 5.865 10.765 13.820
H: 10.424 13.819 6.408
H: 6.811 19.840 11.777
H: 8.097 11.908 13.429
H: 5.076 18.153 11.731
H: 5.784 15.712 12.044

## Properties
Highest occupied orbital energy, eV: 0.10
LUMO level, eV: 3.523
Total charge: -2
Calculated total energy, hartree: -5077.37477
Gap between HOMO and LUMO, hartree: 0.126

---

9.
This record from the OMol25 dataset describes a structure of composition C40H36Cl2GdN4O3Si. The level of theory is wB97M-V/def2-TZVPD.

Geometry (Å):
Gd: 11.746 11.478 12.545
Cl: 7.577 13.265 7.185
Cl: 6.425 11.617 12.054
Si: 12.266 8.530 12.186
O: 9.507 11.061 12.213
O: 9.296 14.179 14.980
O: 14.803 14.545 10.869
N: 13.871 12.550 11.674
N: 11.567 13.755 12.252
N: 10.678 12.382 14.507
N: 11.232 11.310 10.222
C: 12.140 13.532 16.575
C: 16.726 10.903 13.346
C: 13.691 8.094 11.037
C: 9.484 10.222 17.306
C: 8.249 6.466 10.684
C: 15.975 11.625 10.741
C: 10.716 14.340 13.131
C: 8.811 10.057 14.875
C: 14.855 12.170 14.394
C: 17.105 10.861 10.967
C: 15.157 11.956 11.878
C: 9.932 11.602 9.973
C: 12.090 11.338 9.237
C: 11.410 16.497 12.358
C: 17.462 10.463 12.241
C: 7.232 12.210 9.610
C: 11.751 11.861 7.999
C: 10.256 10.747 18.346
C: 8.121 12.427 8.565
C: 9.499 12.155 8.739
C: 8.650 6.292 12.017
C: 15.570 11.682 13.185
C: 10.483 12.249 7.691
C: 10.160 13.609 14.292
C: 12.517 15.870 11.768
C: 12.609 14.498 11.799
C: 9.851 6.767 12.468
C: 13.875 13.867 11.397
C: 11.253 12.359 16.819
C: 15.618 12.110 9.367
C: 9.677 10.660 15.970
C: 9.026 11.445 11.086
C: 10.393 7.611 10.298
C: 12.688 7.760 13.831
C: 10.748 7.488 11.647
C: 11.116 11.792 18.073
C: 10.516 11.779 15.740
C: 7.632 11.727 10.846
C: 9.145 7.123 9.804
C: 10.506 15.740 13.104
H: 11.145 7.990 9.609
H: 18.308 9.781 12.416
H: 10.204 10.374 19.377
H: 8.077 9.299 15.283
H: 9.658 16.094 13.668
H: 17.086 10.736 14.370
H: 13.244 16.491 11.253
H: 9.425 9.501 14.108
H: 8.249 10.875 14.406
H: 8.092 5.654 12.728
H: 16.560 12.276 8.804
H: 8.884 7.343 8.750
H: 14.588 8.612 11.377
H: 6.209 12.472 9.428
H: 11.279 17.560 12.243
H: 10.120 6.528 13.470
H: 12.694 6.655 13.628
H: 8.801 9.413 17.458
H: 13.458 8.326 10.009
H: 17.777 10.641 10.096
H: 11.581 14.470 16.341
H: 7.301 6.105 10.314
H: 13.692 8.091 14.165
H: 15.089 13.054 9.346
H: 14.107 12.952 14.127
H: 11.725 12.154 18.923
H: 10.105 12.515 6.707
H: 14.378 11.376 15.001
H: 12.010 7.881 14.664
H: 12.643 13.730 17.544
H: 12.543 11.883 7.231
H: 13.916 7.006 11.074
H: 12.894 13.331 15.814
H: 15.065 11.352 8.743
H: 13.087 10.946 9.419
H: 15.551 12.618 15.124

## Properties
⟨S²⟩: 16.08
Highest occupied orbital energy (spin up / spin down), eV: -4.63 / -4.49
Energy relative to the best compared isomer or geometry (same formula, charge and spin), kcal per mole: 0.0
LUMO level (spin up / spin down), eV: 1.797 / 1.666
Total charge: -1
Calculated total energy, hartree: -3966.32487
Gap between HOMO and LUMO (spin up / spin down), hartree: 0.236 / 0.226
Multiplicity: 8

---

Number 1: strongest force on any atom 4.669 eV/Å. Number 2: strongest force on any atom 2.038 eV/Å. Number 3: strongest force on any atom 5.213 eV/Å. Number 4: strongest force on any atom 5.218 eV/Å. Number 5: strongest force on any atom 1.516 eV/Å. Number 6: strongest force on any atom 0.378 eV/Å. Number 7: strongest force on any atom 0.992 eV/Å. Number 8: strongest force on any atom 3.523 eV/Å. Number 9: strongest force on any atom 2.983 eV/Å.